Molecular formula: C27H42AsN4SeSiTa
Method: DFT, ωB97M-V with the def2-TZVPD basis set

```
77
C27H42AsN4SeSiTa, DFT ωB97M-V with the def2-TZVPD basis set
H -0.63 0.08 4.46
C 1.23 -4.13 2.74
H 2.85 3.46 1.47
H -1.05 4.27 1.70
C 2.90 -1.39 0.99
As 0.01 1.08 2.12
H 1.82 3.15 -9.63
C 3.50 -3.22 2.94
C 2.22 -3.07 2.43
C 1.85 1.61 1.81
H -3.16 -0.17 1.20
H 2.07 3.51 2.99
H -2.98 -3.30 4.89
H 1.34 -4.99 2.09
H -2.68 3.74 1.28
C -0.58 -2.84 3.81
C -2.86 -4.84 0.29
H 2.37 0.97 2.55
H -5.16 -2.15 4.39
H 5.49 -2.63 2.91
H 2.93 4.20 -8.89
C -3.02 -2.48 4.20
H 1.76 7.62 -9.71
H -0.65 2.49 0.16
N 1.85 -2.08 1.53
C 4.53 -2.47 2.45
H 0.25 -2.14 4.07
N -0.15 -3.59 2.57
H -3.03 -3.49 -2.84
H 3.69 -4.01 3.68
H -0.78 6.47 -9.55
H 3.23 7.09 -10.66
C -1.86 -2.14 3.57
C -1.11 -4.64 2.08
H 3.10 3.82 -10.57
C 1.24 1.27 4.89
H 2.67 -0.62 0.29
H 1.09 3.66 1.47
H -0.62 -3.53 4.67
H -1.99 3.24 2.82
H 2.07 1.30 0.79
C -1.73 -4.23 0.74
C -0.40 5.66 -10.20
H -5.15 -0.49 2.58
H 4.95 -1.02 0.92
N -1.19 -3.23 0.01
Ta -0.22 -1.72 1.06
C -2.67 -3.72 -1.85
C -0.13 1.03 4.14
H 1.39 -4.55 3.74
C -3.32 -4.56 -0.98
C -4.26 -1.86 3.92
H -1.08 -2.40 -1.90
C 2.17 7.06 -10.57
H -0.56 5.90 -11.26
C -3.06 -0.72 2.15
C 4.21 -1.63 1.39
H -3.31 -5.61 0.86
H 1.02 1.07 5.93
C -1.77 3.49 1.80
H -4.24 -5.04 -1.29
H 2.01 0.62 4.61
H -1.97 -4.79 2.74
C -1.65 -3.07 -1.29
H 1.66 7.41 -11.47
H -2.01 1.56 0.85
H -0.84 1.82 4.43
N -1.87 -1.30 2.47
C 1.91 3.13 1.97
Se -0.05 -0.30 -0.70
C -1.20 2.26 1.05
H 1.51 2.29 4.77
C -4.19 -0.91 2.91
Si 1.40 5.53 -10.19
C 2.38 4.06 -9.81
H -0.61 -5.59 1.96
H -0.89 4.73 -9.94
```

Gap between HOMO and LUMO (spin up / spin down) in eV: 6.22 / 6.22
Calculated total energy in hartree: -6255.4560
M in g mol⁻¹: 785.58
E_HOMO (spin up / spin down) in eV: -17.5 / -17.5
Net charge: +4

=====

Molecular formula: C2H3Cl2O2S
Method: DFT, ωB97M-V with the def2-TZVPD basis set

```
10
C2H3Cl2O2S, DFT ωB97M-V with the def2-TZVPD basis set
H -0.54 0.94 1.06
Cl -0.10 0.40 -2.82
O -2.80 -0.10 -0.08
C 0.10 0.49 0.19
O -2.81 0.04 -2.55
Cl -0.54 2.98 -1.52
H 1.07 0.81 0.05
S -2.71 0.79 -1.27
H -0.14 -0.50 -0.12
C -0.77 1.26 -1.44
```

Gap between HOMO and LUMO in eV: 7.14
Calculated total energy in hartree: -1547.0467
M in g mol⁻¹: 162.02
E_HOMO in eV: -3.7
Energy above the lowest of the compared OMol25 structures with the same formula, charge and spin in kJ/mol: 136.8
Net charge: -1

=====

Molecular formula: C8H24BMnNO3
Method: DFT, ωB97M-V with the def2-TZVPD basis set

```
38
C8H24BMnNO3, DFT ωB97M-V with the def2-TZVPD basis set
O -25.07 -27.33 -22.53
C -25.36 -29.09 -25.47
H -25.25 -28.17 -26.05
H -25.51 -29.92 -26.16
H -26.46 -31.77 -21.12
H -27.66 -27.92 -18.63
N -28.44 -27.75 -23.18
H -24.57 -26.09 -20.95
C -27.01 -27.53 -19.42
C -29.49 -27.63 -22.13
C -24.15 -26.63 -21.82
H -23.35 -27.27 -21.36
C -28.84 -28.56 -24.34
H -22.73 -25.00 -22.05
H -26.04 -28.02 -19.39
H -25.60 -30.02 -21.48
H -30.22 -26.89 -22.47
Mn -26.57 -28.62 -22.36
H -26.88 -30.77 -22.75
B -26.61 -30.67 -21.58
C -28.89 -27.19 -20.80
H -29.05 -29.57 -23.97
H -24.10 -24.95 -23.19
H -27.57 -27.63 -25.83
O -26.51 -28.96 -24.62
H -30.01 -28.58 -22.04
O -27.57 -27.74 -20.70
C -27.67 -28.60 -25.32
H -29.75 -28.19 -24.82
H -24.51 -29.20 -24.81
H -22.79 -26.12 -23.43
H -28.81 -26.11 -20.69
H -29.47 -27.64 -19.99
H -27.54 -30.11 -21.05
H -26.86 -26.45 -19.24
H -28.32 -26.79 -23.50
C -23.39 -25.61 -22.68
H -27.91 -29.35 -26.09
```

Gap between HOMO and LUMO (spin up / spin down) in eV: 7.88 / 8.26
Calculated total energy in hartree: -1775.4660
M in g mol⁻¹: 248.03
Expectation value of S²: 8.7547
E_HOMO (spin up / spin down) in eV: -7.6 / -8.0
Multiplicity: 6

=====

Molecular formula: C4H12N2O
Method: DFT, ωB97M-V with the def2-TZVPD basis set

```
19
C4H12N2O, DFT ωB97M-V with the def2-TZVPD basis set
C 1.06 -1.81 -0.30
H -2.87 -0.42 -1.40
H 1.59 -2.59 0.63
H -3.73 0.58 1.53
C 1.30 1.91 0.06
H -0.08 -1.71 -0.38
C 1.74 -0.44 0.02
N 1.00 0.57 -0.70
N -2.96 0.14 -0.48
H -3.50 -1.19 0.98
C -3.71 -0.13 0.75
H -3.17 1.04 -1.05
H 1.47 -2.44 -1.23
H 1.19 2.07 1.15
O 2.80 -0.27 0.74
H -4.82 -0.35 0.34
H 2.22 2.38 -0.27
H 0.03 0.18 -0.72
H 0.65 2.60 -0.42
```

Gap between HOMO and LUMO in eV: 9.84
Calculated total energy in hartree: -344.2300
M in g mol⁻¹: 104.15
SMILES string: CNC(C)=O.CN
E_HOMO in eV: -9.2
Energy above the lowest of the compared OMol25 structures with the same formula, charge and spin in kJ/mol: 407.1

=====

Molecular formula: C3H3NO4S
Method: DFT, ωB97M-V with the def2-TZVPD basis set

```
12
C3H3NO4S, DFT ωB97M-V with the def2-TZVPD basis set
H -3.64 0.15 -1.91
H -3.75 -1.21 -0.02
H -4.66 1.39 -1.21
O -5.52 -0.50 0.72
C 4.58 1.79 0.66
C -4.34 0.39 -1.15
O 4.54 -1.65 -0.69
C -4.57 -0.45 -0.10
O 4.34 -2.22 1.67
S 3.92 -1.33 0.59
O 4.29 2.89 0.29
N 4.81 0.75 1.15
```

Gap between HOMO and LUMO in eV: 5.81
Calculated total energy in hartree: -870.0241
M in g mol⁻¹: 149.13
E_HOMO in eV: -0.3
Energy above the lowest of the compared OMol25 structures with the same formula, charge and spin in kJ/mol: 0.0
Net charge: -2

=====

Molecular formula: C27H31N4O2PPdS2Se
Method: DFT, ωB97M-V with the def2-TZVPD basis set

```
69
C27H31N4O2PPdS2Se, DFT ωB97M-V with the def2-TZVPD basis set
H 2.15 -2.30 3.77
S 5.10 1.31 -1.48
H -1.12 -3.25 2.03
H 2.29 5.17 -4.03
C 1.96 0.72 3.24
P 0.63 -0.47 3.50
H 1.24 3.84 0.98
H 1.53 1.65 2.85
C -2.81 2.29 1.70
C 0.90 2.11 -3.59
H 1.72 3.56 -0.69
C 4.54 1.18 -3.23
C 0.59 1.96 0.19
N -1.35 -3.46 1.07
H -1.02 -2.61 -2.98
H -3.32 -3.38 -2.83
C 2.22 4.10 -3.86
C -0.38 -3.24 -2.36
H 5.39 1.54 -3.81
C -0.42 -3.42 0.11
H 0.02 3.95 -0.30
N 1.52 1.06 0.03
C -0.54 0.31 4.63
H 1.84 -1.50 5.33
C 0.98 3.48 -3.81
N -1.03 -3.42 -1.08
H -5.60 -3.38 -1.87
N 2.75 1.57 -0.36
H -0.07 1.62 -3.53
H -5.95 -3.41 0.56
H 0.57 -2.74 -2.20
H 2.49 0.92 4.17
C -3.45 1.15 1.20
C -3.47 -3.40 -1.76
Se 1.43 -3.43 0.44
C 1.39 -1.84 4.40
C 3.37 3.35 -3.70
H -0.22 -4.21 -2.84
H -1.00 3.41 1.70
O -0.81 -0.45 -0.66
C -2.41 -3.42 -0.87
C -1.41 0.41 0.07
S 3.32 -1.02 -0.87
H -1.35 -0.39 4.85
C -2.61 -3.45 0.51
H 2.65 0.33 2.49
H -3.29 -0.61 0.01
C 3.59 0.69 -0.78
H -4.03 -3.45 2.13
H 0.07 4.07 -3.93
H 4.34 3.84 -3.72
C 0.91 3.42 0.02
H 1.99 0.30 -3.25
H 0.63 -2.60 4.62
C 3.31 1.98 -3.49
C 2.06 1.37 -3.44
H -0.97 1.18 4.12
Pd 1.32 -0.97 0.17
C -1.50 2.52 1.35
H -0.07 0.62 5.56
O -0.06 -0.92 2.25
C -4.94 -3.42 0.17
H -3.33 2.99 2.34
C -4.74 -3.40 -1.21
H -4.49 0.98 1.44
C -0.77 1.61 0.56
H 4.38 0.13 -3.46
C -2.78 0.26 0.40
C -3.88 -3.45 1.06
```

Gap between HOMO and LUMO in eV: 6.61
Calculated total energy in hartree: -5084.1128
M in g mol⁻¹: 724.06
E_HOMO in eV: -6.7
Energy above the lowest of the compared OMol25 structures with the same formula, charge and spin in kJ/mol: 0.0

=====

Molecular formula: C2H8O2
Method: DFT, ωB97M-V with the def2-TZVPD basis set

```
12
C2H8O2, DFT ωB97M-V with the def2-TZVPD basis set
H -2.49 2.12 0.86
O -1.47 1.68 -1.84
O 0.46 0.17 -0.23
H 2.46 -0.97 0.89
C 0.54 -1.01 -0.03
H 1.89 -2.61 0.31
H -1.82 1.80 0.92
H -1.28 2.63 -1.93
H 1.24 -1.87 1.78
H -0.17 -1.73 -0.49
H -0.99 1.44 -1.03
C 1.63 -1.66 0.78
```

Gap between HOMO and LUMO in eV: 11.28
Calculated total energy in hartree: -231.4254
M in g mol⁻¹: 64.08
SMILES string: [H][H].CC=O.O
E_HOMO in eV: -10.3
Energy above the lowest of the compared OMol25 structures with the same formula, charge and spin in kJ/mol: 97.0

=====

Molecular formula: C5H8N4
Method: DFT, ωB97M-V with the def2-TZVPD basis set

```
17
C5H8N4, DFT ωB97M-V with the def2-TZVPD basis set
N -0.88 -0.39 2.53
H -2.50 -1.50 0.17
H 1.67 1.36 -1.76
C -2.20 -0.40 0.36
C -1.34 -0.30 1.47
C 0.78 1.29 -1.22
N 0.03 0.15 -1.69
N 1.75 -1.15 1.32
H 2.23 -0.28 1.47
C 0.62 -0.02 -0.47
H -1.02 0.21 -1.54
H -2.29 1.43 -0.20
H 0.33 2.27 -1.06
H 1.56 -1.62 2.26
H 0.29 -1.91 0.20
N -2.54 0.50 -0.41
C 0.88 -1.11 0.27
```

Gap between HOMO and LUMO in eV: 7.75
Calculated total energy in hartree: -414.1792
M in g mol⁻¹: 124.15
SMILES string: [H]/N=C\C#N.N/C=C1\CN1
E_HOMO in eV: -7.7
Energy above the lowest of the compared OMol25 structures with the same formula, charge and spin in kJ/mol: 401.7

=====

Molecular formula: C6H9N3O2S
Method: DFT, ωB97M-V with the def2-TZVPD basis set

```
21
C6H9N3O2S, DFT ωB97M-V with the def2-TZVPD basis set
N 0.23 -1.80 -0.21
N 0.42 0.41 -0.55
H -3.24 -2.03 0.01
O -2.30 1.66 -0.92
C -2.25 -2.46 0.09
H 2.29 1.89 0.86
C 1.43 2.45 0.48
S 2.71 -1.05 -0.47
N -2.53 0.61 -0.39
H 0.63 -2.67 -0.03
C -1.39 -0.16 -0.08
H 1.77 3.42 0.09
C 0.93 1.75 -0.81
H -2.09 -3.11 -0.73
O -3.63 0.12 -0.14
C -1.09 -1.47 -0.18
H 0.57 2.32 1.11
H 0.12 2.36 -1.25
H 1.54 1.68 -1.60
H -2.05 -2.97 0.99
C 1.13 -0.72 -0.37
```

Gap between HOMO and LUMO in eV: 7.77
Calculated total energy in hartree: -946.7673
M in g mol⁻¹: 187.22
E_HOMO in eV: -8.5
Energy above the lowest of the compared OMol25 structures with the same formula, charge and spin in kJ/mol: 584.3

=====

Molecular formula: C11H20N3P2Sn
Method: DFT, ωB97M-V with the def2-TZVPD basis set

```
37
C11H20N3P2Sn, DFT ωB97M-V with the def2-TZVPD basis set
C 0.15 0.94 -4.85
C 1.31 1.00 1.97
H 0.06 -2.08 0.18
H 1.17 2.08 1.99
H -2.78 -1.90 -2.77
H -0.89 0.31 4.43
H 2.09 1.56 -5.59
H -0.21 0.88 -5.89
H -1.95 -2.91 -1.12
N -1.47 0.07 2.43
H -1.85 -1.87 1.66
H 2.07 -1.27 3.06
H 1.72 2.01 -1.30
P -1.96 -1.59 -1.66
H -3.01 -1.08 -0.84
H -2.00 0.24 0.40
H -1.70 0.41 -3.84
C -0.61 0.71 3.44
N 0.18 -1.75 2.25
C 1.50 1.38 -4.70
H 2.97 2.42 -3.51
C 1.01 -1.05 3.26
H -1.38 1.73 1.17
C -0.62 0.59 -3.78
H 1.70 -1.72 0.82
P 0.46 0.34 0.44
H 2.39 0.79 1.87
C 1.41 1.58 -2.26
H 0.71 -1.41 4.26
H -1.54 -1.76 3.45
C -1.26 0.64 1.11
N 0.83 0.42 3.23
C -1.25 -1.39 2.45
C 2.02 1.84 -3.45
C 0.63 -1.48 0.90
H -0.76 1.80 3.40
Sn 0.84 -0.49 -2.59
```

Gap between HOMO and LUMO in eV: 4.39
Calculated total energy in hartree: -1492.2101
M in g mol⁻¹: 374.96
E_HOMO in eV: -1.6
Net charge: -1

=====

Molecular formula: C32H91N5O11
Method: DFT, ωB97M-V with the def2-TZVPD basis set

```
139
C32H91N5O11, DFT ωB97M-V with the def2-TZVPD basis set
O -5.09 3.92 0.91
H -0.22 -7.34 -4.37
H 5.57 -2.12 -0.11
O 0.69 -0.50 1.25
H -0.94 -4.61 -0.84
H -2.88 -1.44 -0.23
C 4.17 1.14 3.56
C 4.80 2.15 2.63
N -2.69 -0.28 -3.53
H 0.29 2.45 4.16
C -5.03 -0.02 -3.42
N -4.03 -0.40 5.27
O -0.34 -1.15 4.81
H 0.74 -1.54 6.47
C -3.89 -1.26 -5.36
H 3.59 -0.54 1.17
C 0.95 2.28 5.01
H -1.49 3.64 -4.14
C 2.75 1.21 3.93
H 4.05 -0.51 -0.32
O 2.32 2.43 4.63
H -1.44 -0.26 6.30
H 5.56 0.04 2.69
H 1.02 0.49 -1.10
H -0.79 5.93 0.96
H 0.72 2.87 5.90
C 2.42 -5.31 2.05
N 3.26 -0.77 0.25
H -3.78 2.39 1.05
H 0.04 -1.27 -1.84
C -3.36 -1.29 0.73
C -0.83 -6.44 -4.24
H -2.32 -0.40 -2.59
H 0.83 1.66 1.30
C -2.48 -2.34 -6.97
H -2.16 1.77 5.24
C 4.90 1.47 -2.57
H -5.22 0.14 -2.35
C -3.91 -1.05 -3.74
H 5.26 0.47 -2.79
C 2.92 -3.09 1.12
H -1.54 -3.93 -3.75
C 0.01 -3.33 -2.33
O 3.70 1.46 -4.46
O 2.83 -4.55 0.94
C 3.54 1.88 -3.16
H 0.74 5.30 -4.87
H -1.33 1.21 3.86
C -4.24 3.02 0.29
H -3.95 -2.00 -3.21
H -5.05 0.99 -3.82
H -2.56 -0.85 3.62
H 1.64 6.31 2.88
H 2.05 4.83 -3.74
C 0.14 0.93 -0.63
C 3.42 -2.23 0.00
H 4.32 1.93 1.68
H 2.25 -6.34 1.74
H -1.64 -3.04 -6.95
H -2.54 -0.74 1.20
C 0.25 0.82 0.93
H 0.14 -3.80 -4.37
H 0.89 6.22 -3.47
O -0.40 5.34 1.62
H 1.03 -3.69 -2.21
H -2.05 -1.94 5.80
N 0.06 -1.86 -2.66
H 1.03 3.96 1.19
H -5.11 -0.45 0.59
N 4.60 -0.09 2.95
H 4.55 3.18 2.87
H 1.97 -2.63 1.38
O -4.22 -0.19 0.85
O -1.25 4.42 -3.63
H 1.81 4.51 3.05
H -2.95 1.66 3.60
C -0.48 -4.10 -3.52
H -4.78 2.39 -0.41
C -2.68 -0.33 4.57
H -2.83 -3.10 1.95
H -2.70 4.60 0.12
H 0.71 -1.50 -3.34
H 0.24 4.40 -2.06
O -0.16 -5.49 -3.39
H 2.87 1.36 -4.94
H 5.62 2.24 -2.84
H -4.79 -1.75 -5.72
H -3.30 -2.82 -7.51
H 4.86 -3.67 -0.70
H 4.82 1.49 -1.49
C 0.54 -1.99 5.50
H 4.63 -0.81 3.65
C -0.88 -3.55 -1.09
H -2.25 -1.47 -7.59
H 0.72 1.33 5.49
H -4.30 -3.27 1.01
O -2.76 -2.04 -5.59
H -0.96 -5.99 -5.22
H 4.82 1.20 4.43
H -4.84 -0.03 4.80
H 1.25 5.54 0.31
H 2.71 1.42 -2.63
H -6.00 -0.49 -3.62
H -1.79 -6.77 -3.84
H 4.69 -2.24 -1.70
H -2.18 3.12 -0.58
H -0.80 0.47 -0.89
H -0.70 1.13 1.37
H 2.98 5.55 2.14
H 0.26 -3.02 5.71
H -4.37 -1.34 5.40
C -1.62 -0.98 5.51
C -2.31 1.18 4.34
H 1.38 -2.09 4.81
H 5.89 2.10 2.67
H 2.49 0.32 4.50
C 1.03 5.20 -3.82
H -4.82 4.10 1.81
H -4.27 -2.07 2.36
C 0.08 4.18 -3.12
C 4.75 -2.58 -0.66
H 1.57 -4.88 2.58
H 3.18 -5.35 2.83
H -0.47 -3.03 -0.22
H 3.65 -2.91 1.91
H -2.01 -0.84 -4.03
H 0.15 2.00 -0.86
H 0.29 3.13 -3.30
C 0.96 5.04 1.24
H -3.42 4.09 -1.42
H -3.76 -0.28 -5.82
C 1.94 5.37 2.40
C -3.70 -2.56 1.58
C -3.07 3.74 -0.44
H 1.57 -0.67 0.92
H 2.12 1.24 3.04
H 3.40 2.96 -3.12
H -1.92 -3.30 -1.32
H 2.73 -2.40 -0.83
```

Gap between HOMO and LUMO in eV: 9.26
Calculated total energy in hartree: -2374.8990
M in g mol⁻¹: 722.10
SMILES string: COC[C@H](C)N.COC[C@H](C)N.COC[C@H](C)N.COC[C@H](C)N.COC[C@H](C)N.CCO.CCO.CCO.CCO.CCO.CCO
E_HOMO in eV: -8.8
Energy above the lowest of the compared OMol25 structures with the same formula, charge and spin in kJ/mol: 494.1